Record 1
Here is 10 unconnected molecules or ions with the total composition C11H42O10 from the OMol25 dataset. Energies are from the ωB97M-V functional and the def2-TZVPD basis.

Structure (ORCA input):
```
! RIJCOSX wB97M-V def2-TZVPD def2/J DEFGRID3
* xyz 0 1
C -0.54 -0.83 -2.88
C -0.87 -0.29 -4.27
O 0.39 -0.30 -4.96
H -1.43 -0.91 -2.26
H 0.06 -0.09 -2.35
H -0.04 -1.80 -2.91
H -1.22 0.73 -4.14
H -1.60 -0.84 -4.87
H 0.23 0.17 -5.78
C 2.87 -0.77 3.18
O 1.62 -1.50 2.79
H 3.46 -0.52 2.30
H 2.64 0.16 3.69
H 3.50 -1.35 3.85
H 1.07 -0.90 2.28
C -3.58 -2.96 2.22
O -3.04 -4.15 1.63
H -3.85 -3.10 3.27
H -2.83 -2.18 2.13
H -4.42 -2.60 1.63
H -2.69 -3.90 0.77
C 0.33 1.17 0.67
O -0.03 -0.18 1.11
H 0.23 1.85 1.51
H 1.30 1.16 0.17
H -0.38 1.48 -0.09
H -0.99 -0.18 1.11
C 1.71 4.08 -2.84
O 0.91 3.07 -2.25
H 1.67 3.82 -3.90
H 1.27 5.07 -2.71
H 2.68 4.09 -2.34
H 0.04 3.09 -2.65
C -0.55 -3.36 -0.29
O -1.88 -3.41 -0.73
H -0.43 -3.46 0.79
H 0.06 -4.13 -0.77
H -0.14 -2.39 -0.58
H -1.87 -3.52 -1.69
C -2.55 3.18 3.28
O -2.87 2.38 4.40
H -1.61 2.82 2.87
H -3.29 3.02 2.50
H -2.51 4.26 3.45
H -3.77 2.59 4.66
C 2.96 -1.80 -0.68
O 2.86 -3.03 -1.41
H 1.99 -1.29 -0.79
H 3.18 -2.02 0.36
H 3.76 -1.23 -1.16
H 2.62 -2.78 -2.31
C 4.29 1.93 0.41
O 5.30 1.05 -0.02
H 3.52 2.21 -0.31
H 3.68 1.48 1.19
H 4.68 2.90 0.70
H 5.81 1.57 -0.65
C -3.77 0.49 0.28
O -2.76 0.42 1.27
H -3.25 0.78 -0.63
H -4.13 -0.51 0.06
H -4.62 1.10 0.60
H -3.17 0.11 2.08
*
```

Output
LUMO energy, eV: 0.18
SMILES string: CCO.CO.CO.CO.CO.CO.CO.CO.CO.CO

In elementary charge units, the Mulliken charges are:
1 C -0.541
2 C -0.475
3 O -0.529
4 H 0.303
5 H 0.073
6 H 0.258
7 H 0.253
8 H 0.371
9 H 0.291
10 C -0.425
11 O -0.506
12 H 0.027
13 H 0.288
14 H 0.297
15 H 0.441
16 C -0.179
17 O -0.543
18 H 0.325
19 H -0.135
20 H 0.216
21 H 0.349
22 C -0.482
23 O -0.360
24 H 0.299
25 H 0.000
26 H 0.219
27 H 0.190
28 C -0.556
29 O -0.390
30 H 0.255
31 H 0.277
32 H 0.164
33 H 0.245
34 C -0.261
35 O -0.630
36 H 0.354
37 H 0.333
38 H -0.124
39 H 0.315
40 C -0.191
41 O -0.508
42 H -0.066
43 H 0.161
44 H 0.327
45 H 0.301
46 C -0.170
47 O -0.559
48 H -0.050
49 H 0.098
50 H 0.334
51 H 0.303
52 C -0.286
53 O -0.497
54 H 0.040
55 H 0.064
56 H 0.409
57 H 0.284
58 C -0.715
59 O -0.249
60 H 0.227
61 H 0.269
62 H 0.290
63 H 0.174

---

Record 2
Here is 12 unconnected molecules or ions with the total composition C11H44F2NO15S2 from the OMol25 dataset. Energies are from the ωB97M-V functional and the def2-TZVPD basis.

Structure (ORCA input):
```
! RIJCOSX wB97M-V def2-TZVPD def2/J DEFGRID3
* xyz -1 1
N -0.35 -0.66 -0.38
S 0.84 0.25 -0.08
O 2.17 -0.28 -0.26
O 0.69 1.36 0.83
F 0.68 1.06 -1.45
S -0.16 -1.56 1.04
O -0.38 -0.92 2.30
O 0.85 -2.60 0.93
F -1.51 -2.43 0.90
C 0.98 0.94 4.50
O 0.97 2.34 4.75
H -0.01 0.49 4.48
H 1.40 0.78 3.50
H 1.60 0.38 5.20
H 0.39 2.78 4.12
C -3.49 -3.75 -1.50
O -2.49 -4.43 -0.79
H -3.76 -2.85 -0.96
H -3.19 -3.57 -2.54
H -4.39 -4.35 -1.65
H -1.74 -3.83 -0.67
C -2.23 2.26 1.35
O -1.50 2.07 2.55
H -1.64 2.98 0.78
H -2.37 1.31 0.84
H -3.19 2.78 1.48
H -0.56 1.95 2.35
C 1.28 -2.87 -2.52
O -0.08 -2.43 -2.61
H 1.55 -3.15 -1.50
H 1.56 -3.72 -3.14
H 1.92 -2.01 -2.73
H -0.23 -1.80 -1.88
C -2.28 4.12 -2.74
O -0.99 3.56 -2.63
H -2.64 4.16 -1.71
H -2.32 5.16 -3.07
H -2.91 3.65 -3.50
H -1.07 2.78 -2.07
C 4.56 0.98 1.80
O 4.53 1.13 0.41
H 3.86 0.22 2.18
H 5.59 0.76 2.09
H 4.28 1.89 2.34
H 3.84 0.60 -0.01
C 4.55 -3.58 1.19
O 3.45 -4.37 0.78
H 4.68 -3.46 2.27
H 5.47 -4.03 0.80
H 4.44 -2.59 0.75
H 2.67 -3.81 0.86
C -2.93 -0.21 -2.74
O -2.25 0.72 -1.91
H -3.51 -0.93 -2.14
H -3.67 0.31 -3.34
H -2.19 -0.79 -3.30
H -1.68 0.22 -1.30
C 0.38 0.81 -4.65
O 0.50 -0.59 -4.88
H 0.39 1.22 -5.67
H -0.52 1.17 -4.15
H 1.24 1.28 -4.15
H 0.21 -1.03 -4.07
C 2.33 4.34 0.25
O 2.95 5.53 0.75
H 2.53 4.20 -0.81
H 2.67 3.50 0.85
H 1.23 4.40 0.30
H 2.58 5.61 1.64
C -4.14 -2.05 3.44
O -3.27 -2.31 4.55
H -4.15 -0.97 3.30
H -3.83 -2.56 2.53
H -5.12 -2.33 3.84
H -3.11 -3.25 4.69
*
```

Output
LUMO energy, eV: 2.08

In elementary charge units, the Mulliken charges are:
1 N -0.100
2 S 0.983
3 O -0.652
4 O -0.349
5 F -0.296
6 S 0.478
7 O -0.357
8 O -0.577
9 F -0.272
10 C -0.412
11 O -0.571
12 H 0.282
13 H 0.030
14 H 0.380
15 H 0.361
16 C -0.494
17 O -0.536
18 H 0.167
19 H 0.210
20 H 0.352
21 H 0.291
22 C -0.274
23 O -0.610
24 H 0.045
25 H 0.051
26 H 0.420
27 H 0.234
28 C -0.461
29 O -0.625
30 H 0.126
31 H 0.367
32 H 0.240
33 H 0.416
34 C -0.571
35 O -0.464
36 H 0.225
37 H 0.284
38 H 0.226
39 H 0.233
40 C -0.529
41 O -0.552
42 H 0.132
43 H 0.310
44 H 0.229
45 H 0.493
46 C -0.392
47 O -0.515
48 H 0.228
49 H 0.276
50 H 0.096
51 H 0.380
52 C -0.559
53 O -0.329
54 H 0.051
55 H 0.346
56 H 0.216
57 H 0.352
58 C -0.461
59 O -0.576
60 H 0.359
61 H 0.143
62 H 0.190
63 H 0.347
64 C -0.263
65 O -0.571
66 H 0.216
67 H 0.095
68 H 0.207
69 H 0.305
70 C -0.351
71 O -0.522
72 H 0.159
73 H 0.108
74 H 0.327
75 H 0.279

---

Record 3
Here is 11 unconnected molecules or ions with the total composition C11H44N22O11 from the OMol25 dataset. Energies are from the ωB97M-V functional and the def2-TZVPD basis.

Structure (ORCA input):
```
! RIJCOSX wB97M-V def2-TZVPD def2/J DEFGRID3
* xyz 0 1
N -9.25 29.39 2.05
C -9.98 30.55 2.23
N -10.74 30.88 1.14
O -10.05 31.16 3.27
H -9.05 29.13 1.09
H -8.46 29.23 2.66
H -10.37 30.62 0.24
H -11.08 31.83 1.20
N -11.63 26.55 -0.45
C -12.91 26.62 -0.95
N -13.11 27.70 -1.76
O -13.78 25.80 -0.73
H -11.02 27.26 -0.81
H -11.38 25.98 0.34
H -13.97 27.75 -2.27
H -12.38 28.38 -1.85
N -17.25 33.47 1.19
C -16.57 33.14 2.32
N -15.49 32.33 2.13
O -16.89 33.60 3.40
H -18.01 34.11 1.32
H -16.99 33.28 0.24
H -14.94 32.17 2.96
H -15.23 32.10 1.20
N -14.03 26.33 6.05
C -15.23 25.80 6.47
N -15.11 24.83 7.43
O -16.33 26.17 6.10
H -13.18 25.81 6.21
H -14.06 26.77 5.13
H -16.01 24.51 7.74
H -14.31 24.26 7.62
N -12.84 33.23 4.44
C -13.50 32.18 5.00
N -14.78 32.43 5.39
O -12.99 31.06 5.12
H -11.91 32.98 4.16
H -13.24 34.14 4.55
H -15.23 33.31 5.19
H -15.23 31.83 6.08
N -12.10 28.96 6.85
C -10.76 28.72 6.73
N -10.27 29.22 5.55
O -10.12 27.99 7.46
H -12.75 28.58 7.51
H -12.55 29.43 6.07
H -9.33 28.96 5.32
H -10.79 29.76 4.88
N -17.85 27.27 0.36
C -18.92 26.53 -0.05
N -18.76 25.84 -1.21
O -19.95 26.44 0.61
H -17.98 27.89 1.13
H -17.01 27.20 -0.17
H -19.52 25.27 -1.52
H -17.84 25.76 -1.60
N -14.59 23.87 1.33
C -15.81 23.31 1.54
N -16.85 24.06 1.06
O -16.00 22.19 1.99
H -14.47 24.77 0.90
H -13.79 23.37 1.67
H -16.69 24.95 0.63
H -17.75 23.63 1.10
N -13.94 29.62 2.57
C -14.57 28.41 2.65
N -14.81 27.86 1.40
O -14.76 27.84 3.70
H -13.51 29.88 3.45
H -13.66 30.12 1.75
H -14.84 26.85 1.39
H -14.43 28.26 0.56
N -9.99 26.39 2.01
C -10.87 26.18 3.03
N -11.62 27.29 3.31
O -11.08 25.09 3.53
H -9.33 25.68 1.76
H -9.88 27.31 1.63
H -11.34 28.10 2.79
H -12.48 27.24 3.82
N -16.55 28.90 7.69
C -15.92 29.91 7.01
N -15.41 29.47 5.83
O -15.97 31.10 7.31
H -17.11 29.22 8.46
H -16.90 28.14 7.12
H -15.38 28.49 5.64
H -14.84 30.08 5.27
*
```

Output
LUMO energy, eV: -1.31
SMILES string: NC(N)=O.NC(N)=O.NC(N)=O.NC(N)=O.NC(N)=O.NC(N)=O.NC(N)=O.NC(N)=O.NC(N)=O.NC(N)=O.NC(N)=O

In elementary charge units, the Mulliken charges are:
1 N -0.396
2 C 0.416
3 N -0.401
4 O -0.569
5 H 0.287
6 H 0.181
7 H 0.202
8 H 0.261
9 N -0.367
10 C 0.732
11 N -0.407
12 O -0.645
13 H 0.097
14 H 0.209
15 H 0.226
16 H 0.128
17 N -0.421
18 C 0.565
19 N -0.160
20 O -0.631
21 H 0.247
22 H 0.150
23 H 0.183
24 H 0.149
25 N -0.071
26 C 0.471
27 N -0.428
28 O -0.682
29 H 0.278
30 H 0.059
31 H 0.261
32 H 0.177
33 N -0.354
34 C -0.094
35 N -0.283
36 O -0.430
37 H 0.272
38 H 0.192
39 H 0.196
40 H 0.356
41 N -0.068
42 C 0.438
43 N -0.065
44 O -0.709
45 H 0.234
46 H 0.102
47 H 0.156
48 H 0.080
49 N -0.223
50 C 0.582
51 N -0.347
52 O -0.651
53 H 0.135
54 H 0.132
55 H 0.221
56 H 0.177
57 N -0.194
58 C 0.472
59 N -0.232
60 O -0.683
61 H 0.147
62 H 0.153
63 H 0.194
64 H 0.191
65 N 0.551
66 C 0.221
67 N 0.010
68 O -0.363
69 H -0.524
70 H 0.205
71 H -0.173
72 H 0.099
73 N -0.332
74 C 0.457
75 N 0.776
76 O -0.687
77 H 0.202
78 H 0.186
79 H -0.118
80 H -0.486
81 N -0.393
82 C 0.661
83 N -0.045
84 O -0.754
85 H 0.259
86 H 0.175
87 H 0.140
88 H -0.264

---

Record 4
Here is 11 unconnected molecules or ions with the total composition C11H44N22O11 from the OMol25 dataset. Energies are from the ωB97M-V functional and the def2-TZVPD basis.

Structure (ORCA input):
```
! RIJCOSX wB97M-V def2-TZVPD def2/J DEFGRID3
* xyz 0 1
N -15.30 -14.43 19.62
C -15.38 -13.80 18.41
N -14.29 -13.36 17.80
O -16.48 -13.80 17.84
H -16.07 -14.42 20.27
H -14.37 -14.53 20.00
H -13.56 -13.10 18.46
H -14.38 -12.92 16.90
N -10.08 -16.40 22.95
C -10.43 -15.14 22.99
N -10.44 -14.51 21.81
O -10.67 -14.49 24.04
H -9.87 -16.90 23.80
H -9.90 -16.84 22.06
H -10.29 -15.06 20.99
H -10.53 -13.50 21.81
N -13.58 -12.17 23.80
C -14.28 -12.86 22.94
N -15.60 -12.59 22.95
O -13.77 -13.70 22.18
H -13.89 -11.32 24.25
H -12.57 -12.20 23.71
H -15.98 -12.01 23.68
H -16.16 -12.83 22.15
N -8.02 -13.64 20.52
C -7.29 -12.58 20.11
N -6.43 -12.81 19.10
O -7.51 -11.45 20.57
H -8.11 -14.49 20.00
H -8.80 -13.21 21.01
H -6.33 -13.74 18.74
H -6.10 -11.99 18.62
N -11.29 -7.78 22.41
C -11.92 -6.62 22.58
N -11.92 -6.14 23.83
O -12.41 -6.05 21.59
H -11.46 -8.05 21.45
H -10.84 -8.39 23.07
H -11.42 -6.60 24.58
H -12.52 -5.34 23.92
N -15.66 -9.60 26.14
C -15.04 -9.15 25.04
N -15.86 -8.30 24.38
O -13.97 -9.48 24.53
H -15.13 -10.22 26.73
H -16.54 -9.31 26.51
H -15.38 -7.76 23.67
H -16.75 -7.94 24.69
N -11.71 -11.15 16.23
C -12.23 -11.20 14.98
N -11.37 -11.80 14.12
O -13.30 -10.73 14.64
H -12.28 -10.75 16.95
H -10.84 -11.63 16.38
H -11.85 -12.28 13.37
H -10.39 -11.93 14.26
N -8.89 -10.56 23.31
C -8.83 -9.40 23.99
N -7.69 -8.73 23.73
O -9.66 -8.94 24.80
H -8.47 -10.35 22.42
H -9.64 -11.23 23.41
H -7.48 -8.00 24.39
H -7.06 -9.13 23.06
N -15.67 -8.58 19.07
C -15.17 -9.83 18.83
N -16.11 -10.77 18.90
O -13.96 -10.04 18.69
H -16.67 -8.48 19.09
H -15.01 -7.82 19.06
H -16.98 -10.41 19.24
H -15.88 -11.74 19.04
N -10.37 -15.51 16.73
C -9.95 -14.27 16.98
N -8.75 -14.05 16.38
O -10.60 -13.41 17.59
H -9.79 -16.08 16.14
H -11.37 -15.59 16.73
H -8.30 -14.81 15.90
H -8.17 -13.23 16.42
N -11.72 -11.44 19.49
C -11.54 -11.20 20.81
N -12.49 -10.37 21.33
O -10.71 -11.79 21.50
H -12.61 -11.11 19.14
H -11.08 -12.16 19.19
H -13.09 -9.93 20.64
H -12.51 -10.22 22.32
*
```

Output
LUMO energy, eV: -0.24
SMILES string: NC(N)=O.NC(N)=O.NC(N)=O.NC(N)=O.NC(N)=O.NC(N)=O.NC(N)=O.NC(N)=O.NC(N)=O.NC(N)=O.NC(N)=O

In elementary charge units, the Mulliken charges are:
1 N -0.281
2 C 0.312
3 N -0.048
4 O -0.676
5 H 0.219
6 H 0.151
7 H 0.034
8 H 0.205
9 N -0.404
10 C 0.689
11 N 0.112
12 O -0.696
13 H 0.251
14 H 0.124
15 H 0.164
16 H -0.183
17 N -0.257
18 C 0.714
19 N -0.390
20 O -0.608
21 H 0.221
22 H 0.001
23 H 0.126
24 H 0.160
25 N -0.294
26 C 0.570
27 N -0.466
28 O -0.631
29 H 0.264
30 H 0.272
31 H 0.188
32 H 0.236
33 N -0.079
34 C 0.576
35 N -0.373
36 O -0.739
37 H 0.075
38 H 0.101
39 H 0.222
40 H 0.220
41 N -0.447
42 C 0.635
43 N -0.418
44 O -0.625
45 H 0.242
46 H 0.150
47 H 0.234
48 H 0.171
49 N -0.189
50 C 0.738
51 N -0.446
52 O -0.632
53 H 0.123
54 H 0.000
55 H 0.207
56 H 0.192
57 N -0.205
58 C 0.581
59 N -0.388
60 O -0.734
61 H 0.190
62 H 0.163
63 H 0.233
64 H 0.170
65 N -0.454
66 C 0.715
67 N -0.262
68 O -0.849
69 H 0.155
70 H 0.260
71 H 0.207
72 H 0.163
73 N -0.429
74 C 0.469
75 N -0.398
76 O -0.598
77 H 0.162
78 H 0.272
79 H 0.117
80 H 0.229
81 N 0.376
82 C 0.359
83 N 0.224
84 O -0.611
85 H 0.277
86 H -0.308
87 H 0.013
88 H -0.118

---

Here are the calculated molar mass numbers, same order: 334.45; 532.60; 660.62; 660.62 (g/mol).
Here are the calculated frontier orbital gap numbers, same order: 9.630; 9.742; 7.636; 8.678 (eV).
Here are the calculated HOMO level numbers, same order: -0.347; -0.282; -0.329; -0.328 (Ha).